Here is a 2-piece molecular cluster, C2H8N2O overall at a distorted geometry from OMol25. Energies are from the ωB97M-V functional and the def2-TZVPD basis.

**Electronic energy**: -7230.0302 eV
**HOMO-LUMO gap**: 0.3675 Ha
**ΔE to the lowest compared entry with this formula, charge and spin**: 53.0 kcal per mole
**Total charge**: 0
**E_HOMO**: -9.2 eV
**Strongest force on any atom**: 1.8 eV/A
**SMILES**: [H]/N=C/N.CO
**LUMO**: 0.789 eV

Each line ends with the natural charge from an NBO analysis.
Geometry (Å):
H1 -1.14159 0.80919 0.31138  0.35
N1 -1.37566 1.15009 -0.61288  -0.76
C1 -0.41618 0.90022 -1.41224  0.31
N2 -0.49550 0.37352 -2.66504  -0.79
H2 0.64797 0.89807 -1.10929  0.12
H3 0.26304 0.59283 -3.29890  0.39
H4 -1.38661 0.19757 -3.10292  0.40
C2 1.00981 -0.63317 2.65620  -0.26
O1 0.98630 -1.60959 1.64099  -0.73
H5 0.40624 0.25363 2.48719  0.17
H6 2.06021 -0.46969 2.92334  0.17
H7 0.67029 -1.06911 3.60865  0.17
H8 0.49657 -1.32415 0.86478  0.47

Atoms 1-6, force components in eV/Å:
0.3 1.2 0.5
-0.7 -1.3 -0.9
0.9 -1.0 0.7
-0.1 0.9 -0.7
-0.1 0.1 0.1
-0.2 -0.2 0.1

Here is C5H8N2 as an isolated structure at a distorted geometry from OMol25. Energies are from the ωB97M-V functional and the def2-TZVPD basis.

**Electronic energy**: -8290.1616 eV
**HOMO-LUMO gap**: 0.3670 Ha
**ΔE to the lowest compared entry with this formula, charge and spin**: 111.5 kcal per mole
**Total charge**: 0
**E_HOMO**: -9.1 eV
**Strongest force on any atom**: 4.0 eV/A
**LUMO**: 0.925 eV

Each line ends with the natural charge from an NBO analysis.
Geometry (Å):
C1 0.72101 0.40674 0.86418  -0.60
C2 0.07432 0.12363 -0.46284  0.06
C3 -0.36797 -1.31653 -0.22296  -0.49
C4 -0.20484 -1.10866 1.23359  0.31
N1 -0.45996 -1.43381 2.41500  -0.55
C5 -0.71340 1.10823 -1.21671  -0.25
N2 0.52982 0.54488 -1.76162  -0.58
H1 1.80989 0.23150 0.88108  0.21
H2 0.54453 1.42650 1.28470  0.22
H3 0.09688 -0.49238 2.38788  0.44
H4 0.37611 -2.03010 -0.58702  0.25
H5 -1.36566 -1.60220 -0.55602  0.24
H6 -0.71314 2.13997 -0.86971  0.19
H7 -1.61927 0.79324 -1.72823  0.20
H8 1.29168 1.20899 -1.66132  0.35

Atoms 1-6, force components in eV/Å:
-0.3 -0.8 -0.5
-0.1 -0.1 -0.6
-0.1 -0.1 -0.4
1.2 1.7 -0.7
0.8 1.5 -0.9
-0.3 0.2 -0.1

Here is one molecule with the formula C5H8N2 from OMol25. Energies are from the ωB97M-V functional and the def2-TZVPD basis.

**Electronic energy**: -8291.6281 eV
**HOMO-LUMO gap**: 0.2680 Ha
**ΔE to the lowest compared entry with this formula, charge and spin**: 77.7 kcal per mole
**Total charge**: 0
**E_HOMO**: -6.4 eV
**Strongest force on any atom**: 0.7 eV/A
**LUMO**: 0.920 eV

Each line ends with the natural charge from an NBO analysis.
Geometry (Å):
C1 -2.49617 0.07649 -0.45227  -0.39
N1 -1.27138 -0.37822 -0.22533  -0.24
C2 -0.84588 -1.01026 0.88817  -0.03
N2 0.48385 -0.57085 1.14976  -0.60
C3 0.93223 -0.06991 -0.08625  0.18
C4 2.32706 0.44152 -0.19396  -0.64
C5 -0.08595 -0.07104 -0.96497  -0.12
H1 -2.72796 0.57111 -1.37898  0.19
H2 -3.13091 0.11927 0.42212  0.19
H3 0.42143 0.22867 1.78687  0.37
H4 -1.53685 -1.25020 1.68228  0.19
H5 2.44437 1.29803 0.48276  0.22
H6 3.04813 -0.31994 0.11684  0.23
H7 2.56174 0.77821 -1.20616  0.23
H8 -0.12372 0.15712 -2.02087  0.23

Atoms 1-6, force components in eV/Å:
-0.2 0.0 -0.1
0.1 0.0 0.2
-0.2 0.3 0.1
0.0 -0.1 -0.1
-0.1 0.1 -0.2
0.0 0.0 0.0

Here is one molecule with the formula C5H2O from OMol25. Energies are from the ωB97M-V functional and the def2-TZVPD basis.

**Electronic energy**: -7257.5199 eV
**HOMO-LUMO gap**: 0.3323 Ha
**ΔE to the lowest compared entry with this formula, charge and spin**: 68.9 kcal per mole
**Total charge**: 0
**E_HOMO**: -10.0 eV
**Strongest force on any atom**: 0.8 eV/A
**LUMO**: -0.953 eV

Each line ends with the natural charge from an NBO analysis.
Geometry (Å):
O1 -1.56168 -1.25123 0.53895  -0.46
C1 -1.20176 -0.12426 0.34496  0.39
C2 -0.56357 0.38593 -0.91552  -0.10
C3 0.17100 1.03021 -1.75905  -0.03
C4 0.98223 0.34541 -0.67710  -0.07
C5 1.49488 -0.19976 0.29395  -0.14
H1 -1.18772 0.66319 1.11979  0.16
H2 1.86662 -0.84947 1.05402  0.25

Atoms 1-6, force components in eV/Å:
-0.1 0.6 -0.3
-0.4 -0.3 0.0
0.2 0.2 0.0
-0.5 -0.3 0.2
0.5 -0.3 0.5
0.2 0.2 -0.4

Here is a 2-piece molecular cluster, CH4NO overall at a distorted geometry from OMol25. Energies are from the ωB97M-V functional and the def2-TZVPD basis.

**Electronic energy**: -4623.4557 eV
**HOMO-LUMO gap (spin up / spin down)**: 0.3480 / 0.2646 Ha
**ΔE to the lowest compared entry with this formula, charge and spin**: 185.8 kcal per mole
**Total charge**: +1
**E_HOMO (spin up / spin down)**: -18.1 / -15.4 eV
**Strongest force on any atom**: 4.9 eV/A
**LUMO (spin up / spin down)**: -8.666 / -8.243 eV

Each line ends with the natural charge from an NBO analysis.
Geometry (Å):
C1 0.43501 0.65727 0.69608  -0.32
N1 -0.69421 -0.95184 -0.56573  0.51
O1 0.05513 -0.03231 -0.45052  -0.09
H1 1.38593 0.33181 1.01287  0.27
H2 0.41737 1.75261 0.57988  0.29
H3 -0.22480 0.24034 1.50599  0.25
H4 -1.37443 -1.99788 -2.77857  0.08

Atoms 1-6, force components in eV/Å:
-1.4 0.8 4.7
1.1 1.4 0.6
-1.3 -2.3 -3.9
1.6 -0.4 -0.4
-0.3 -0.7 -0.5
0.3 1.0 -0.6

Here is C15H32NO2PSSiSn as an isolated structure at a distorted geometry from OMol25. Energies are from the ωB97M-V functional and the def2-TZVPD basis.

**Electronic energy**: -55484.8711 eV
**HOMO-LUMO gap**: 0.1907 Ha
**ΔE to the lowest compared entry with this formula, charge and spin**: 66.1 kcal per mole
**Total charge**: 0
**E_HOMO**: -5.1 eV
**Strongest force on any atom**: 4.0 eV/A
**LUMO**: 0.044 eV

Each line ends with the natural charge from an NBO analysis.
Geometry (Å):
Sn1 -0.22403 0.30747 -0.01947  0.90
Si1 2.51911 0.47221 -0.69435  0.62
P1 -0.52980 0.54534 -2.52066  1.05
N1 -1.09772 -1.51935 0.02439  -1.02
H1 1.29561 0.93156 0.53610  -0.10
C1 -2.29938 0.67466 -2.81602  -0.97
H2 -2.39813 0.80452 -3.89719  0.22
H3 -2.71037 1.53620 -2.27578  0.28
H4 -2.81078 -0.23744 -2.47820  0.28
C2 0.07823 1.97088 -3.42266  -0.97
H5 -0.32572 1.83873 -4.43432  0.23
H6 1.17300 1.96530 -3.43858  0.25
H7 -0.30018 2.90310 -2.98742  0.25
C3 0.03244 -0.82540 -3.53589  -0.97
H8 -0.32316 -0.59384 -4.54807  0.23
H9 -0.39839 -1.77310 -3.18832  0.29
H10 1.12836 -0.88096 -3.53068  0.26
C4 3.13561 2.18413 -0.21356  -1.10
H11 2.56981 2.53033 0.66528  0.22
H12 2.99343 2.87833 -1.04943  0.23
H13 4.20051 2.10873 0.02710  0.25
H14 3.40245 -0.53783 -0.02933  -0.14
H15 2.72491 0.28010 -2.18393  -0.16
C5 -0.82519 -2.78434 -0.20971  0.19
C6 -1.52651 -5.11727 -0.24695  -0.18
C7 -1.85585 -3.76345 -0.04269  -0.31
C8 0.49169 -3.19194 -0.65750  -0.34
C9 0.75285 -4.52855 -0.88584  -0.18
C10 -0.24318 -5.49520 -0.69354  -0.35
H16 -2.26036 -5.86998 -0.06207  0.19
H17 -2.83162 -3.46451 0.26131  0.21
H18 1.25365 -2.41941 -0.78410  0.19
H19 1.75926 -4.79455 -1.20658  0.19
H20 -0.01643 -6.53664 -0.87929  0.20
C11 -1.98546 2.83486 0.42995  0.65
O1 -2.36793 1.88968 -0.29810  -0.58
C12 -1.98723 2.92256 1.96329  -0.73
H21 -1.18461 3.59812 2.28699  0.21
H22 -1.84340 2.06607 2.62991  0.25
H23 -2.92069 3.37026 2.15658  0.24
C13 -1.14120 3.95375 -0.07132  -0.74
H24 -1.69496 4.51059 -0.79853  0.24
H25 -0.09430 3.80797 -0.41641  0.26
H26 -1.06091 4.58346 0.80618  0.22
C14 1.83089 -1.36426 4.15148  -0.80
S1 0.13980 -0.80739 3.95741  1.26
C15 0.28736 0.81453 4.77891  -0.83
O2 0.24557 -0.71063 2.46882  -1.00
H27 1.92821 -1.70233 5.17442  0.21
H28 2.46216 -0.51752 3.87565  0.23
H29 1.91217 -2.14849 3.40363  0.27
H30 1.27289 1.25408 4.58207  0.23
H31 -0.52487 1.49454 4.50172  0.24
H32 0.19238 0.55237 5.83532  0.23

Atoms 1-6, force components in eV/Å:
-1.7 -2.6 1.3
1.1 -0.6 0.0
0.4 0.1 0.4
-1.1 2.5 0.0
0.3 -0.2 -0.7
-0.4 -0.2 -0.1